Entry from OMol25: a cluster of 11 separate species, C42H52N3O20 in total at a distorted geometry (ωB97M-V/def2-TZVPD).

CARTESIAN COORDINATES (ANGSTROEM)
C1 -34.850 3.180 9.662
C2 -36.365 2.646 9.212
O1 -36.945 3.162 8.296
N1 -36.855 1.428 9.884
H1 -36.711 1.430 10.859
H2 -37.779 1.244 9.469
C3 -36.106 0.186 9.398
H3 -34.009 2.458 9.807
H4 -34.946 3.597 10.504
H5 -34.735 4.076 8.921
H6 -35.066 0.242 9.588
H7 -36.101 0.098 8.376
H8 -36.798 -0.531 9.572
N2 -35.419 1.412 13.247
O2 -35.516 1.089 14.468
O3 -34.624 2.167 12.784
O4 -36.410 1.042 12.535
N3 -39.637 0.314 9.226
O5 -39.240 1.097 8.436
O6 -39.631 -0.954 8.873
O7 -39.550 0.543 10.509
C4 -32.306 -1.837 12.450
C5 -31.797 -0.549 11.818
C6 -31.132 -0.869 10.537
O8 -33.002 0.176 11.470
H9 -33.231 -2.387 12.135
H10 -32.543 -1.752 13.555
H11 -31.315 -2.496 12.454
H12 -31.170 0.028 12.612
H13 -31.192 0.176 9.766
H14 -31.732 -1.624 10.078
H15 -30.238 -1.146 10.690
H16 -33.220 0.898 12.277
C7 -31.124 0.034 6.643
C8 -31.630 1.398 7.195
C9 -32.669 1.977 6.025
O9 -32.620 1.153 8.180
H17 -30.482 0.541 5.901
H18 -31.738 -0.837 6.627
H19 -30.276 -0.425 7.313
H20 -30.862 2.129 7.510
H21 -33.046 2.932 6.132
H22 -33.510 1.448 5.954
H23 -32.066 2.135 5.038
H24 -32.233 0.923 8.919
C10 -31.257 3.198 11.256
C11 -30.760 3.661 12.621
C12 -29.350 3.210 12.861
O10 -30.955 5.075 12.813
H25 -31.574 2.134 10.922
H26 -30.646 3.643 10.501
H27 -32.284 3.536 11.316
H28 -31.177 3.173 13.663
H29 -28.668 2.453 12.363
H30 -29.057 2.994 13.859
H31 -28.744 4.034 12.720
H32 -30.777 5.240 13.861
C13 -32.933 7.365 10.297
C14 -33.652 7.817 11.517
C15 -35.260 7.755 11.496
O11 -35.949 8.152 12.452
C16 -35.861 7.186 10.363
C17 -35.151 6.840 9.211
C18 -33.623 6.764 9.175
O12 -33.125 6.322 8.131
H33 -31.822 7.342 10.188
H34 -33.106 8.230 12.261
H35 -37.020 7.198 10.192
H36 -35.906 6.676 8.332
C19 -34.339 -5.651 7.529
C20 -34.851 -5.233 8.955
C21 -34.711 -3.707 9.342
O13 -34.893 -3.286 10.483
C22 -34.162 -2.776 8.324
C23 -33.881 -3.238 6.929
C24 -33.887 -4.693 6.505
O14 -33.393 -5.078 5.517
H37 -34.388 -6.741 7.218
H38 -35.259 -5.974 9.618
H39 -33.740 -1.849 8.611
H40 -33.362 -2.523 6.273
C25 -37.833 4.384 4.418
C26 -37.429 5.162 5.597
C27 -37.898 4.548 6.936
O15 -37.460 4.986 7.965
C28 -38.716 3.386 6.853
C29 -39.081 2.610 5.694
C30 -38.598 3.109 4.359
O16 -38.859 2.446 3.345
H41 -37.687 4.974 3.573
H42 -36.930 6.093 5.646
H43 -38.893 2.812 7.709
H44 -39.731 1.881 5.605
C31 -41.656 6.172 10.788
C32 -40.410 5.754 11.451
C33 -39.458 4.722 10.788
O17 -38.299 4.505 11.187
C34 -39.979 4.063 9.540
C35 -41.239 4.561 8.967
C36 -42.037 5.630 9.581
O18 -43.092 6.008 8.981
H45 -42.338 6.940 11.297
H46 -40.185 6.298 12.364
H47 -39.260 3.483 8.977
H48 -41.770 4.029 8.098
C37 -36.658 0.171 3.388
C38 -37.426 -0.071 1.997
C39 -37.913 -1.482 1.765
O19 -38.574 -1.651 0.750
C40 -37.793 -2.551 2.760
C41 -36.951 -2.247 4.024
C42 -36.494 -0.884 4.413
O20 -36.221 -0.785 5.514
H49 -35.978 1.161 3.542
H50 -37.474 0.834 1.237
H51 -38.155 -3.441 2.617
H52 -36.904 -3.056 4.688

Cartesian forces (eV/Å) of the 6 atoms listed first:
-1.5 -2.0 -7.6
3.7 0.5 0.1
3.0 -5.3 3.1
0.7 -0.1 -4.3
-0.2 0.1 3.1
-0.6 0.6 1.0

Its total charge is -1. The energy above the lowest of the compared OMol25 structures with the same formula, charge and spin comes out at 336.1 kJ/mol. For the calculated total energy, the calculation gives -89784.942 eV. Its HOMO energy is -6.1472 eV. The calculation puts the frontier orbital gap at 5.74 eV. The LUMO energy comes out at -0.4048 eV.

Entry from OMol25: a cluster of 7 separate species, C42H53BrIN4O16P in total at a distorted geometry (ωB97M-V/def2-TZVPD).

CARTESIAN COORDINATES (ANGSTROEM)
H1 -0.235 11.136 -0.025
N1 -0.852 10.484 0.484
C1 -0.158 9.424 0.661
C2 -0.866 8.208 1.390
C3 -0.356 6.871 0.737
C4 -0.509 6.624 -0.734
C5 -1.157 7.664 -1.712
C6 -2.615 7.790 -1.646
C7 -3.247 8.737 -2.592
C8 -2.344 9.487 -3.501
C9 -0.910 9.207 -3.386
N2 -0.295 8.344 -2.523
C10 -0.066 5.372 -1.329
C11 -0.268 5.128 -2.881
C12 -1.763 4.696 -3.127
C13 -2.230 3.445 -2.298
Br1 -4.232 3.426 -2.345
C14 0.602 4.278 -0.520
N3 0.971 3.133 -1.209
C15 1.573 2.278 -0.338
P1 2.192 0.656 -1.072
O1 3.544 0.339 -0.543
O2 1.110 -0.581 -0.885
O3 2.359 0.889 -2.726
C16 1.826 2.502 1.116
O4 2.466 1.543 1.868
N4 1.429 3.628 1.751
C17 0.793 4.541 0.919
C18 0.297 5.820 1.533
I1 0.604 6.054 3.671
H2 0.893 9.249 0.312
H3 -1.991 8.296 1.338
H4 -0.597 8.287 2.475
H5 -3.261 7.218 -0.942
H6 -4.353 8.876 -2.639
H7 -2.719 10.202 -4.266
H8 -0.238 9.766 -4.094
H9 0.486 4.390 -3.270
H10 -0.053 6.084 -3.429
H11 -1.861 4.435 -4.222
H12 -2.507 5.516 -2.941
H13 -1.808 2.475 -2.675
H14 -1.977 3.505 -1.203
H15 0.235 -0.250 -0.600
H16 2.298 1.848 -2.922
H17 2.937 2.059 2.558
O5 -1.405 -2.711 3.402
C19 -0.289 -2.861 2.990
C20 0.609 -1.778 2.442
C21 1.684 -2.581 1.734
C22 1.715 -3.863 2.538
O6 0.364 -4.054 2.995
H18 1.014 -1.198 3.273
H19 0.067 -1.133 1.753
H20 2.650 -2.078 1.689
H21 1.368 -2.794 0.709
H22 2.371 -3.793 3.409
H23 2.021 -4.717 1.935
O7 3.127 -8.531 4.061
C23 2.106 -7.981 4.374
C24 0.802 -8.658 4.723
C25 -0.187 -7.510 4.637
C26 0.671 -6.317 4.993
O8 1.985 -6.635 4.503
H24 0.871 -9.063 5.735
H25 0.568 -9.447 4.010
H26 -1.053 -7.627 5.287
H27 -0.548 -7.413 3.609
H28 0.731 -6.157 6.074
H29 0.314 -5.403 4.521
O9 -2.724 -8.546 7.069
C27 -3.386 -7.546 7.109
C28 -4.084 -6.990 8.326
C29 -5.048 -5.990 7.712
C30 -4.318 -5.567 6.454
O10 -3.573 -6.724 6.044
H30 -3.346 -6.503 8.968
H31 -4.607 -7.774 8.870
H32 -5.294 -5.155 8.368
H33 -5.981 -6.495 7.447
H34 -3.617 -4.748 6.635
H35 -5.005 -5.274 5.660
O11 -2.589 1.720 -5.022
C31 -3.484 1.099 -5.523
C32 -4.657 0.489 -4.795
C33 -5.212 -0.470 -5.834
C34 -4.832 0.206 -7.134
O12 -3.598 0.885 -6.860
H36 -5.369 1.278 -4.546
H37 -4.332 -0.032 -3.897
H38 -6.283 -0.649 -5.739
H39 -4.702 -1.433 -5.753
H40 -5.573 0.946 -7.451
H41 -4.683 -0.511 -7.941
O13 6.085 -12.355 -0.486
C35 5.733 -11.459 0.230
C36 4.591 -10.506 -0.035
C37 4.867 -9.396 0.962
C38 5.573 -10.126 2.077
O14 6.300 -11.188 1.436
H42 3.647 -11.016 0.173
H43 4.613 -10.144 -1.061
H44 3.971 -8.870 1.293
H45 5.542 -8.662 0.514
H46 4.874 -10.565 2.793
H47 6.268 -9.480 2.613
O15 0.692 5.457 -5.486
C39 1.874 5.643 -5.401
C40 2.890 5.411 -6.493
C41 4.197 5.424 -5.721
C42 3.878 6.342 -4.559
O16 2.482 6.141 -4.292
H48 2.832 6.232 -7.212
H49 2.722 4.456 -6.988
H50 5.053 5.755 -6.309
H51 4.414 4.418 -5.350
H52 4.037 7.395 -4.805
H53 4.459 6.096 -3.670

Cartesian forces (eV/Å) of the 6 atoms listed first:
-0.5 0.1 0.2
1.7 -0.6 -0.4
-1.7 -0.8 0.5
0.9 0.0 -0.8
0.8 -2.1 0.5
0.8 -1.8 0.0

Its total charge is 0. For the calculated total energy, the calculation gives -170566.881 eV. Its HOMO energy is -8.6778 eV. The SMILES is [H]/N=C/Cc1c(-c2ccccn2)c(CCCBr)c2nc(P(=O)(O)O)c(O)nc2c1I.O=C1CCCO1.O=C1CCCO1.O=C1CCCO1.O=C1CCCO1.O=C1CCCO1.O=C1CCCO1. The calculation puts the frontier orbital gap at 7.31 eV. The LUMO energy comes out at -1.3679 eV.

Entry from OMol25: a structure of composition C42H54BBiBrN8O3S4Si2 at a distorted geometry (ωB97M-V/def2-TZVPD).

CARTESIAN COORDINATES (ANGSTROEM)
Bi1 -0.586 0.646 0.371
N1 0.124 -1.949 2.015
C1 -0.966 -2.603 1.529
C2 -0.806 -3.770 0.780
C3 -1.894 -4.530 0.404
C4 -3.170 -4.145 0.784
C5 -3.341 -2.966 1.489
C6 -2.264 -2.171 1.854
C7 -2.502 -0.896 2.564
C8 -3.275 -0.912 3.729
C9 -3.561 0.252 4.420
C10 -3.102 1.464 3.930
C11 -2.356 1.487 2.765
C12 -2.028 0.327 2.081
H1 1.011 -2.039 1.558
H2 -0.004 -1.133 2.586
H3 0.196 -4.082 0.514
H4 -1.745 -5.430 -0.177
H5 -4.023 -4.753 0.519
H6 -4.338 -2.632 1.751
H7 -3.628 -1.862 4.110
H8 -4.131 0.219 5.341
H9 -3.308 2.387 4.456
H10 -2.005 2.424 2.374
O1 3.066 -3.051 -4.829
C13 2.576 -2.323 -3.800
C14 1.393 -2.651 -3.142
C15 0.963 -1.842 -2.106
N2 1.612 -0.755 -1.729
C16 2.726 -0.461 -2.354
Br1 3.582 1.130 -1.810
C17 3.278 -1.196 -3.387
H11 2.450 -3.760 -5.053
H12 0.816 -3.511 -3.448
H13 0.052 -2.066 -1.568
H14 4.196 -0.918 -3.874
O2 -2.598 -1.592 -4.999
C18 -3.391 -2.048 -4.013
C19 -4.388 -2.972 -4.334
C20 -5.229 -3.478 -3.363
C21 -5.111 -3.058 -2.048
C22 -4.130 -2.147 -1.720
C23 -3.249 -1.647 -2.673
C24 -2.210 -0.690 -2.206
O3 -2.071 -0.587 -0.942
N3 -1.539 -0.118 -3.169
N4 -0.777 0.977 -2.945
C25 0.132 1.305 -3.744
S1 0.743 0.308 -5.128
C26 2.106 1.444 -5.533
C27 1.620 2.850 -5.274
S2 0.900 2.872 -3.598
H15 -1.973 -0.939 -4.578
H16 -4.488 -3.279 -5.365
H17 -5.987 -4.198 -3.638
H18 -5.777 -3.440 -1.289
H19 -4.012 -1.806 -0.705
H20 2.364 1.278 -6.578
H21 2.964 1.210 -4.900
H22 0.844 3.144 -5.982
H23 2.435 3.570 -5.290
C28 3.052 3.610 2.654
N5 3.389 2.215 2.653
C29 4.676 1.740 2.701
C30 4.596 0.417 2.968
N6 3.283 0.068 3.092
B1 2.878 -1.254 3.789
N7 3.000 -2.488 2.842
C31 2.588 -3.712 3.290
C32 2.670 -4.607 2.282
N8 3.146 -3.930 1.184
C33 3.362 -4.457 -0.128
C34 3.350 -2.622 1.549
S3 3.948 -1.488 0.484
C35 2.548 1.166 2.871
S4 0.857 1.327 2.875
H24 3.528 4.114 1.811
H25 3.398 4.074 3.584
H26 1.971 3.712 2.581
H27 5.515 2.384 2.535
H28 5.366 -0.317 3.077
H29 3.655 -1.410 4.694
H30 1.748 -1.179 4.158
H31 2.258 -3.835 4.300
H32 2.425 -5.647 2.245
H33 4.021 -5.326 -0.096
H34 3.829 -3.667 -0.722
H35 2.415 -4.742 -0.596
C36 -0.882 5.692 -0.640
Si1 -0.410 4.108 0.327
C37 1.399 3.743 -0.139
C38 -0.562 4.541 2.184
C39 -1.447 2.650 -0.311
Si2 -3.341 2.824 -0.437
C40 -4.102 3.996 0.876
C41 -4.421 1.255 -0.363
C42 -3.641 3.620 -2.158
H36 -0.230 6.525 -0.396
H37 -1.898 6.003 -0.430
H38 -0.802 5.522 -1.707
H39 2.064 4.575 0.068
H40 1.473 3.534 -1.200
H41 1.774 2.871 0.383
H42 0.049 5.404 2.437
H43 -0.242 3.711 2.806
H44 -1.586 4.776 2.455
H45 -1.126 2.558 -1.350
H46 -4.156 3.514 1.846
H47 -5.115 4.271 0.592
H48 -3.533 4.912 0.985
H49 -4.026 0.543 0.352
H50 -4.472 0.759 -1.327
H51 -5.436 1.501 -0.062
H52 -3.326 4.658 -2.177
H53 -4.687 3.587 -2.448
H54 -3.073 3.094 -2.918

Cartesian forces (eV/Å) of the 6 atoms listed first:
0.1 -0.2 -0.4
0.0 0.2 0.0
-0.3 -0.3 0.1
0.1 0.0 -0.2
-0.1 0.1 0.0
-0.2 -0.2 0.0

Its total charge is -1. The energy above the lowest of the compared OMol25 structures with the same formula, charge and spin comes out at 15.6 kJ/mol. For the calculated total energy, the calculation gives -198155.864 eV. Its HOMO energy is -4.5613 eV. The calculation puts the frontier orbital gap at 6.59 eV. The LUMO energy comes out at 2.0326 eV.

Entry from OMol25: a structure of composition C42H54BrN12O6PPb at a distorted geometry (ωB97M-V/def2-TZVPD).

CARTESIAN COORDINATES (ANGSTROEM)
Pb1 0.037 -0.691 -1.116
C1 -0.121 1.880 2.426
C2 -0.317 2.390 1.022
N1 -0.038 1.800 -0.092
C3 -0.451 2.586 -1.088
C4 -1.024 3.743 -0.604
N2 -0.924 3.572 0.756
C5 -1.486 5.026 -1.153
O1 -1.420 5.140 -2.432
O2 -1.921 5.906 -0.490
C6 -0.204 2.112 -2.571
O3 -0.302 3.025 -3.406
O4 0.254 0.924 -2.745
H1 -0.403 2.564 3.168
H2 0.962 1.603 2.440
H3 -0.628 0.913 2.525
H4 -1.076 4.256 1.449
H5 -1.014 4.396 -2.929
Br1 5.092 -6.050 2.041
C7 5.622 -4.394 2.840
C8 5.107 -4.036 4.039
C9 5.270 -2.689 4.434
C10 6.129 -1.843 3.707
C11 6.739 -2.259 2.547
C12 6.457 -3.513 2.067
N3 6.277 -0.411 3.926
N4 5.506 0.423 3.401
C13 4.282 -0.074 2.800
C14 3.230 -0.657 3.571
C15 1.973 -0.957 2.984
C16 1.724 -0.770 1.598
O5 0.584 -1.031 1.007
C17 2.834 -0.286 0.819
N5 2.586 -0.125 -0.526
C18 3.449 0.495 -1.253
C19 4.595 1.071 -0.754
C20 4.935 0.821 0.570
C21 4.045 0.061 1.413
H6 4.539 -4.787 4.718
H7 4.944 -2.336 5.412
H8 7.399 -1.655 1.961
H9 6.945 -3.987 1.198
H10 3.320 -0.857 4.668
H11 1.218 -1.384 3.578
H12 3.167 0.734 -2.260
H13 5.265 1.662 -1.404
H14 5.855 1.230 0.847
N6 -1.920 -0.356 -0.846
P1 -2.980 -1.308 -0.271
N7 -4.255 -0.311 0.220
C22 -5.425 -0.713 0.945
C23 -6.030 0.353 1.770
C24 -6.252 1.667 0.970
C25 -4.952 2.041 0.270
C26 -4.489 0.924 -0.642
N8 -2.665 -2.155 1.134
C27 -1.911 -3.435 1.034
C28 -2.028 -4.270 2.300
C29 -1.566 -3.553 3.531
C30 -2.576 -2.401 3.630
C31 -2.516 -1.503 2.441
N9 -3.608 -2.436 -1.347
C32 -3.180 -2.580 -2.719
C33 -4.373 -2.518 -3.677
C34 -5.518 -1.863 -2.918
C35 -5.969 -2.918 -1.814
C36 -4.732 -3.338 -1.035
H15 -5.183 -1.588 1.545
H16 -6.079 -1.196 0.225
H17 -5.383 0.697 2.588
H18 -6.995 0.015 2.127
H19 -6.708 2.431 1.591
H20 -6.955 1.376 0.244
H21 -4.208 2.196 1.048
H22 -5.027 2.926 -0.319
H23 -3.534 1.195 -1.192
H24 -5.260 0.735 -1.381
H25 -0.888 -3.156 0.781
H26 -2.285 -3.973 0.109
H27 -1.329 -5.163 2.030
H28 -3.040 -4.615 2.395
H29 -0.580 -3.154 3.369
H30 -1.446 -4.144 4.425
H31 -2.403 -1.808 4.505
H32 -3.546 -2.821 3.756
H33 -1.523 -1.066 2.489
H34 -3.241 -0.646 2.539
H35 -2.735 -3.618 -2.864
H36 -2.453 -1.806 -3.032
H37 -4.657 -3.545 -4.010
H38 -3.939 -1.904 -4.492
H39 -6.390 -1.686 -3.564
H40 -5.199 -0.924 -2.447
H41 -6.340 -3.812 -2.393
H42 -6.758 -2.501 -1.265
H43 -4.369 -4.335 -1.336
H44 -4.814 -3.451 0.055
C37 1.026 -2.483 -2.064
H45 2.086 -2.619 -1.823
H46 0.815 -2.638 -3.122
H47 0.367 -3.236 -1.574
C38 6.897 6.134 -2.925
N10 5.615 5.362 -3.151
C39 4.918 5.728 -4.230
C40 3.763 5.081 -4.616
C41 3.520 3.901 -3.869
N11 4.237 3.488 -2.823
C42 5.358 4.154 -2.453
O6 6.147 3.852 -1.570
N12 2.530 3.075 -4.233
H48 7.712 5.454 -3.087
H49 6.863 6.443 -1.883
H50 6.959 7.003 -3.541
H51 5.349 6.675 -4.750
H52 3.109 5.402 -5.414
H53 1.786 3.340 -4.880
H54 2.143 2.360 -3.601

Cartesian forces (eV/Å) of the 6 atoms listed first:
2.0 0.1 0.1
1.6 -1.7 -2.3
-1.1 0.9 1.5
0.7 -1.9 -0.4
-0.2 -0.3 -2.8
0.8 -0.6 0.6

Its total charge is 0. The energy above the lowest of the compared OMol25 structures with the same formula, charge and spin comes out at 78.9 kJ/mol. For the calculated total energy, the calculation gives -159175.145 eV. Its HOMO energy is -7.4985 eV. The calculation puts the frontier orbital gap at 7.23 eV. The LUMO energy comes out at -0.2705 eV.

Q: Which of these has the lowest LUMO energy?
A: C42H53BrIN4O16P

Q: Among the records above, which one has the highest frontier orbital gap?
A: C42H53BrIN4O16P

Q: calculated total energy of number 4 (C42H54BrN12O6PPb)?
A: -159175.145 eV